1.
{"formula": "C26H35N3O4S", "method": "the ωB97M-V functional and the def2-TZVPD basis", "smiles": "CCC(C)(C)NC(=O)[C@@H](c1ccc(C)cc1)N(C[C@@H]1CCCO1)C(=O)CNC(=O)c1cccs1", "e_tot_ev": -51027.5422, "charge": 0, "homo_lumo_gap_ha": 0.3396, "de_lowest_ev": 0.191, "species": ["C", "C", "C", "C", "C", "N", "C", "O", "C", "C", "C", "C", "C", "C", "C", "C", "N", "C", "C", "C", "C", "C", "O", "C", "O", "C", "N", "C", "O", "C", "C", "C", "C", "S", "H", "H", "H", "H", "H", "H", "H", "H", "H", "H", "H", "H", "H", "H", "H", "H", "H", "H", "H", "H", "H", "H", "H", "H", "H", "H", "H", "H", "H", "H", "H", "H", "H", "H", "H"], "positions_angstrom": [[4.1675, 2.6090, -1.8711], [3.0776, 1.8745, -1.1015], [1.6847, 2.5270, -1.1324], [1.1035, 2.5517, -2.5481], [1.7089, 3.9369, -0.5460], [0.7961, 1.7339, -0.2750], [0.4368, 0.4556, -0.4710], [0.8723, -0.2726, -1.3396], [-0.5917, -0.0420, 0.5682], [-1.6985, 0.9521, 0.8453], [-2.2155, 1.7891, -0.1376], [-3.2568, 2.6498, 0.1494], [-3.8127, 2.7027, 1.4220], [-4.9602, 3.6204, 1.7106], [-3.2873, 1.8753, 2.4053], [-2.2440, 1.0128, 2.1220], [-1.1375, -1.3226, 0.1487], [-2.0811, -1.3111, -0.9548], [-3.5582, -1.2665, -0.5018], [-4.1983, -2.6563, -0.4358], [-4.7498, -2.8144, -1.8501], [-5.1794, -1.3838, -2.1725], [-4.3180, -0.5212, -1.4458], [-0.7337, -2.5268, 0.5979], [-1.2274, -3.5673, 0.1973], [0.3939, -2.5855, 1.6332], [1.6642, -2.1891, 1.0774], [2.3637, -1.1231, 1.5212], [1.9521, -0.3866, 2.4076], [3.6731, -0.9177, 0.8942], [4.6375, -0.0545, 1.3417], [5.7941, -0.0590, 0.5411], [5.6943, -0.9190, -0.5081], [4.1928, -1.7439, -0.5373], [4.3341, 3.6053, -1.4699], [3.9190, 2.6920, -2.9254], [5.0991, 2.0534, -1.7877], [3.3780, 1.7868, -0.0549], [2.9742, 0.8665, -1.5049], [1.0645, 1.5426, -2.9483], [0.0962, 2.9630, -2.5299], [1.7140, 3.1686, -3.2001], [2.1583, 3.9301, 0.4448], [2.2819, 4.6026, -1.1840], [0.6964, 4.3293, -0.4702], [0.3979, 2.2098, 0.5194], [-0.0325, -0.1783, 1.4993], [-1.8058, 1.7708, -1.1361], [-3.6511, 3.2860, -0.6293], [-4.7788, 4.6082, 1.2913], [-5.8702, 3.2285, 1.2563], [-5.1252, 3.7162, 2.7809], [-3.6993, 1.9024, 3.4039], [-1.8511, 0.3748, 2.9008], [-1.8841, -0.4395, -1.5777], [-1.9043, -2.2104, -1.5490], [-3.6184, -0.7427, 0.4592], [-3.4717, -3.4178, -0.1671], [-5.0134, -2.6585, 0.2894], [-5.5778, -3.5166, -1.9102], [-3.9621, -3.1375, -2.5306], [-6.2138, -1.2036, -1.8477], [-5.1000, -1.1391, -3.2354], [0.4527, -3.6298, 1.9601], [0.1958, -1.9546, 2.5031], [1.9888, -2.7032, 0.2732], [4.5038, 0.5472, 2.2224], [6.6593, 0.5496, 0.7336], [6.4183, -1.1209, -1.2728]], "atomic_forces_ev_per_a": [[-0.1765, -0.0921, 0.1338], [0.0295, 0.1470, -0.0979], [0.1943, -0.1138, -0.1672], [0.1001, -0.0459, 0.1589], [-0.0096, -0.2590, -0.0956], [0.1497, 0.3263, 0.1425], [-0.2326, 0.1212, 0.4512], [0.0741, -0.2263, -0.3546], [0.0682, -0.2714, -0.0139], [0.0185, 0.1339, 0.1772], [-0.0114, -0.0477, 0.0883], [-0.0121, -0.0326, 0.0448], [0.0538, -0.0117, 0.0165], [-0.0333, -0.0179, -0.0345], [-0.0526, -0.0019, -0.0092], [0.0935, 0.0056, -0.1381], [-0.1241, 0.2266, -0.0500], [-0.3850, -0.0005, -0.1847], [0.3043, -0.0885, 0.3349], [-0.0356, 0.1334, 0.0004], [0.0112, 0.2712, 0.0204], [-0.3387, -0.1506, -0.1844], [0.1262, 0.0494, -0.0991], [0.3046, -0.0722, 0.4040], [0.0385, -0.3254, -0.0420], [-0.1564, -0.1848, 0.1295], [-0.1299, -0.1833, -0.1140], [-0.1637, -0.0404, 0.2071], [0.0815, 0.0672, 0.1207], [0.6336, 0.1004, -0.3651], [-0.4608, -0.3238, 0.0511], [0.1105, -0.0461, -0.1644], [-0.2415, -0.2256, -0.0767], [0.2087, 0.4456, 0.3466], [0.0837, 0.1533, -0.0183], [0.0358, 0.0578, -0.1618], [0.0999, -0.0009, -0.0319], [-0.0669, -0.0303, -0.0238], [0.0086, -0.0230, 0.1125], [-0.0165, -0.0584, -0.0825], [-0.1061, 0.0716, -0.0150], [0.0672, 0.0966, -0.1026], [0.0690, 0.0329, 0.1459], [0.0527, 0.0737, -0.0394], [-0.1159, 0.0715, 0.0022], [-0.0750, -0.0642, -0.0498], [-0.0668, 0.0070, -0.1459], [0.0364, -0.0027, -0.1149], [-0.0523, 0.0714, -0.1004], [-0.0392, 0.0820, 0.0112], [-0.0976, 0.0354, 0.0094], [-0.0477, 0.0461, 0.0527], [-0.0450, 0.0277, 0.1009], [0.0717, -0.0827, 0.0885], [0.0150, -0.0471, 0.0157], [0.0101, 0.1432, -0.0409], [0.0195, -0.0967, -0.1227], [-0.0366, -0.0055, 0.0455], [-0.0299, 0.0007, 0.0255], [-0.0040, -0.0622, -0.0486], [0.0116, -0.0511, -0.0535], [0.0730, -0.0382, -0.0760], [-0.0512, -0.0265, 0.0671], [-0.1304, 0.2185, -0.0581], [0.0373, -0.0825, -0.1102], [0.0147, 0.0445, 0.0815], [-0.0946, 0.0984, 0.1509], [0.1616, 0.0848, -0.0024], [0.1705, -0.0115, -0.1475]]}



2.
{"formula": "CH5ClNOP", "method": "the ωB97M-V functional and the def2-TZVPD basis", "e_tot_ev": -26467.0576, "charge": 0, "homo_lumo_gap_ha": 0.3379, "de_lowest_ev": 1.904, "species": ["C", "N", "O", "P", "Cl", "H", "H", "H", "H", "H"], "positions_angstrom": [[-0.5793, 1.2231, -0.2352], [1.0742, -2.1166, 0.4438], [-0.2521, -0.0621, 0.1493], [0.8882, -0.8892, -0.6372], [2.6728, 0.9806, -0.2564], [-1.4866, 1.1216, -0.8746], [0.2746, 1.6097, -0.7103], [-0.6277, 2.0359, 0.5065], [0.4160, -2.2789, 1.2719], [1.8100, -2.7402, 0.2027]], "atomic_forces_ev_per_a": [[-1.1682, 1.4460, -1.3164], [-2.0234, 0.8958, 1.0284], [0.6182, -2.3124, 1.4410], [0.7220, 1.6626, 0.7135], [-0.9574, -1.3390, -0.1053], [0.6561, 0.7730, 0.4544], [0.8473, 0.5853, -1.7441], [-0.7647, -1.1843, 0.8165], [1.8210, 0.3313, -1.5787], [0.2490, -0.8583, 0.2907]]}



3.
{"formula": "C5H9I2N2", "method": "the ωB97M-V functional and the def2-TZVPD basis", "e_tot_ev": -24506.0481, "charge": 1, "homo_lumo_gap_ha": 0.2793, "de_lowest_ev": 0.350, "species": ["I", "I", "C", "C", "H", "H", "H", "H", "C", "C", "C", "N", "N", "H", "H", "H", "H", "H"], "positions_angstrom": [[-1.9227, 3.7928, -0.2734], [-1.1519, 2.5986, 3.3327], [-2.7849, 4.4730, 1.5508], [-1.8014, 4.5233, 2.6943], [-3.1803, 5.4846, 1.3367], [-3.6477, 3.8120, 1.7610], [-0.8900, 5.1006, 2.4460], [-2.2656, 4.9930, 3.5828], [2.3517, -3.2816, -0.6366], [2.5747, -4.3251, -1.4953], [0.9276, -3.0878, -2.3343], [1.3327, -2.5416, -1.1838], [1.6817, -4.1742, -2.5273], [2.8319, -3.0146, 0.3048], [3.2880, -5.1481, -1.4508], [0.1367, -2.7193, -2.9876], [0.9259, -1.6810, -0.7749], [1.5935, -4.8042, -3.3450]], "atomic_forces_ev_per_a": [[0.0095, -0.0039, -0.0734], [0.0208, -0.0473, 0.0452], [-0.8218, 0.1919, 0.1242], [0.2821, 0.7322, 0.3063], [0.3081, -0.5153, 0.1020], [0.5835, 0.3366, -0.1064], [-0.5453, -0.4010, 0.0768], [0.1764, -0.3203, -0.4880], [0.3970, -0.5063, -0.0287], [0.2544, 0.2035, 0.5677], [0.1889, -0.0759, 0.1699], [-0.6832, 0.7953, -0.0354], [-0.4520, -0.2834, -0.9219], [-0.2389, -0.1330, -0.4690], [-0.3557, 0.4122, -0.0201], [0.3615, -0.1666, 0.3015], [0.4184, -0.8787, -0.4125], [0.0963, 0.6599, 0.8618]]}



4.
{"formula": "C2H2N3O", "method": "the ωB97M-V functional and the def2-TZVPD basis", "e_tot_ev": -8608.3297, "charge": 1, "multiplicity": 3, "homo_lumo_gap_ha": [0.2681, 0.2493], "de_lowest_ev": 4.408, "species": ["C", "C", "N", "N", "N", "O", "H", "H"], "positions_angstrom": [[-0.2729, -1.2158, -0.1126], [-0.4866, 1.1231, 0.0368], [1.1575, -0.9693, 0.2140], [1.7644, 0.0281, 0.1477], [-0.9738, -0.2220, -0.0102], [0.6761, 1.3977, -0.1759], [-0.5854, -2.3554, -0.2410], [-1.2795, 2.2136, 0.1413]], "atomic_forces_ev_per_a": [[2.5328, -6.5138, -0.3788], [-5.7676, -3.2447, -0.0070], [0.3010, 2.7046, -0.9186], [0.1790, -3.9126, 0.8834], [-2.1319, 8.3900, 0.7256], [1.9305, 3.0772, -0.6362], [0.8300, 2.8009, 0.4824], [2.1262, -3.3015, -0.1508]]}